The following is a quantum chemistry calculation of C15H31IP2Ti as an isolated structure, from the Open Molecules 2025 dataset.

Calculated values
Highest occupied orbital energy (spin up / spin down): -0.1536 / -0.1817 Ha
2S+1: 3
Energy relative to the best compared isomer or geometry (same formula, charge and spin): 0.0000 eV
<S²>: 2.057
Kohn-Sham gap (spin up / spin down): 4.7 / 5.3 eV

```
50
Properties=species:S:1:pos:R:3:forces:R:3:nbo_charge:R:1
P -2.0141 -1.5800 -4.6799 1.341 -0.435 -1.234 0.839
P -1.4484 1.8749 -4.8412 1.919 0.647 -1.973 0.918
C -1.8052 -0.4583 -6.3865 -0.705 -0.857 1.148 -0.733
C -0.7016 0.4986 -6.0227 0.238 1.174 0.031 -0.686
H -2.7967 0.0773 -6.5546 0.761 -0.520 -0.577 0.189
H -1.6327 -1.2171 -7.1588 -0.150 0.655 -0.007 0.247
H 0.1052 0.0472 -5.4213 -0.238 0.171 -0.369 0.237
H -0.2827 1.0420 -6.8767 0.284 -0.246 -0.237 0.200
C -2.6484 2.6416 -6.0675 0.597 0.538 -0.029 -0.942
H -2.9959 3.6007 -5.6597 0.107 -0.269 -0.101 0.248
H -3.5471 2.0723 -6.3571 0.211 -0.098 0.294 0.239
H -2.0369 2.8277 -6.9587 -0.429 -0.014 -0.144 0.225
C -0.0057 2.9146 -5.1014 0.313 0.925 0.029 -0.946
H -0.0726 3.1886 -6.1602 0.343 0.221 0.219 0.229
H 0.9234 2.3586 -4.9236 -0.384 0.135 -0.068 0.266
H -0.0122 3.8100 -4.4715 0.068 -0.053 -0.176 0.238
C -3.7304 -2.2227 -4.6146 0.528 -0.971 -0.217 -0.994
H -3.6889 -2.8778 -3.7340 -0.472 0.173 -0.144 0.256
H -3.9236 -2.8123 -5.5056 -0.294 -0.155 -0.078 0.228
H -4.5224 -1.4715 -4.4949 0.064 0.176 0.131 0.248
C -1.0821 -2.9675 -5.4125 -0.378 -0.805 -0.387 -0.972
H -0.0607 -2.6763 -5.6887 -0.306 0.074 0.180 0.246
H -1.6373 -3.2464 -6.3286 0.400 -0.258 0.366 0.216
H -1.0489 -3.8159 -4.7136 0.054 0.127 -0.241 0.236
Ti -2.9261 0.3557 -4.4978 -3.601 -0.503 3.013 -0.160
C 3.2402 1.5111 -3.0871 -0.113 0.193 0.335 -0.198
C 1.9147 1.4655 -2.9292 0.561 0.497 0.386 -0.190
C 1.0519 0.2576 -2.6898 0.169 0.127 0.037 -0.449
C 1.5664 -1.1884 -2.8463 0.136 -0.431 0.521 -0.461
C 2.1866 -1.7274 -4.1110 0.191 -0.411 -0.524 -0.208
C 3.2249 -1.2787 -4.8367 -0.447 -0.754 -0.010 -0.167
C 4.2755 -0.2848 -4.4975 -0.084 1.179 0.558 -0.439
C 4.1678 0.3318 -3.0712 0.283 -0.185 -0.346 -0.446
C -1.9205 0.5853 -0.3104 0.495 0.258 0.193 -0.811
H 3.7541 2.4699 -3.2220 -0.429 -0.140 0.078 0.202
H 1.3916 2.4371 -2.8039 0.275 -0.745 -0.324 0.205
H 0.1067 0.3910 -3.2359 0.158 -0.199 0.082 0.225
H 0.7759 0.3327 -1.6348 -0.196 -0.037 -0.001 0.221
H 2.2599 -1.4214 -2.0249 -0.408 0.049 0.054 0.213
H 0.6764 -1.8135 -2.6859 0.177 0.160 0.185 0.225
H 1.7672 -2.7278 -4.3859 0.062 1.226 -0.352 0.203
H 3.3380 -1.6971 -5.8401 0.238 -0.432 0.370 0.200
H 4.1834 0.5220 -5.2390 0.292 0.091 0.132 0.212
H 5.2973 -0.6688 -4.6060 -0.361 -0.442 -0.237 0.221
H 3.8296 -0.4175 -2.3368 0.379 0.305 -0.440 0.213
H 5.1763 0.6671 -2.7505 -0.580 -0.161 -0.176 0.215
H -2.0887 1.6307 -0.0602 0.170 -0.160 0.161 0.210
H -0.9142 0.3982 -0.6878 -0.333 -0.012 0.043 0.199
H -2.2174 -0.1002 0.4662 0.199 0.001 0.421 0.209
I -3.4876 0.1812 -1.8104 -1.108 0.185 -0.574 0.122
```
Forces are in eV/Å.